Entry 1:
13
Properties=species:S:1:pos:R:3:forces:R:3:lowdin_charge:R:1 method="wB97M-V/def2-TZVPD" fmax_ev_per_a=1.5 homo_energy_ev=-2.8 orbital_gap_ev=6.25 e_lumo_ev=3.411 energy_ha=-990.1021 de_lowest_ev=0.760 smiles=[O-]CCCSS total_charge=-1
C -0.98183 -1.62286 -0.03127 -0.4 0.8 1.2 -0.30
C -0.30338 -1.43950 -1.41074 0.0 -0.3 -0.1 -0.55
O 1.04222 -1.51391 -1.37598 0.1 -0.1 0.2 -0.37
C -0.12496 -0.90049 1.02855 -0.9 -0.5 -0.9 -0.60
S -0.55131 0.84358 1.15136 -0.3 0.5 0.5 0.37
S 0.78399 1.87906 -0.09270 0.1 -0.2 0.0 0.23
H -1.99170 -1.18717 0.01983 0.1 0.0 -0.4 0.07
H -1.15039 -2.64393 0.32890 0.5 -0.3 -0.4 0.09
H -0.62644 -0.44109 -1.79377 -0.4 -0.1 0.0 0.07
H -0.81959 -2.22357 -2.02855 0.2 0.3 -0.3 0.08
H -0.29466 -1.35512 2.00427 0.4 0.3 0.2 0.05
H 0.87893 -0.99981 0.62416 0.5 -0.2 0.3 0.03
H 1.52772 0.78772 -0.36315 0.0 -0.2 -0.3 -0.19

---

Entry 2:
198
Properties=species:S:1:pos:R:3:forces:R:3:lowdin_charge:R:1 method="wB97M-V/def2-TZVPD" fmax_ev_per_a=6.9 spin_multiplicity=5 homo_energy_ev="-5.0 / -5.0" orbital_gap_ev="4.62 / 4.62" e_lumo_ev="-0.333 / -0.333" energy_ha=-4496.1122
C -4.65535 -2.36088 -0.57935 -1.5 0.1 -0.3 0.00
C -4.97248 -2.06643 -2.03895 0.0 0.8 -1.2 -0.31
C -5.02649 -3.26765 -2.98650 0.0 -0.9 1.2 -0.19
O -3.75746 -3.88842 -2.87162 0.0 0.4 -0.7 -0.23
C -3.73375 -5.19883 -3.40894 -0.1 0.0 0.4 -0.09
N -6.20601 -1.23121 -2.14836 -1.2 -1.5 -0.9 0.17
H -6.45773 -1.09630 -3.12593 0.3 0.1 -0.1 0.14
H -7.06856 -1.61281 -1.75951 0.3 -0.2 0.5 0.16
H -6.06747 -0.25872 -1.70360 0.0 2.4 1.7 0.05
H -5.55716 -2.83156 -0.16308 0.0 -0.4 -0.1 0.08
H -4.63252 -1.42530 -0.01300 0.9 0.1 -0.1 0.07
H -3.84078 -3.06548 -0.45432 0.3 0.4 0.1 0.07
H -4.32309 -1.34839 -2.55236 0.9 -0.3 0.6 0.12
H -5.27983 -3.03503 -4.02765 0.2 0.4 0.0 0.12
H -5.78104 -3.99843 -2.65878 -0.2 0.1 0.1 0.13
H -4.25821 -5.83125 -2.68617 0.1 -0.4 -0.3 0.09
H -2.69730 -5.50998 -3.52340 0.0 0.0 0.2 0.09
H -4.20019 -5.28354 -4.39488 -0.2 0.2 0.0 0.09
C -1.21266 -0.28456 -2.41280 0.3 -0.6 -0.6 -0.03
C -0.70940 -0.51939 -1.00617 0.0 1.4 0.9 -0.28
C 0.80475 -0.44047 -0.91365 0.8 -0.4 -0.1 -0.18
O 1.29114 -0.63271 0.40137 -1.2 -0.4 0.1 -0.18
C 2.68015 -0.72587 0.51789 0.2 0.1 0.4 -0.13
N -1.31479 0.58538 -0.18228 0.3 0.4 -0.1 0.22
H -0.82593 0.80933 0.68576 0.4 -0.2 -0.1 0.14
H -1.33179 1.44027 -0.75646 -0.1 0.3 0.2 0.11
H -2.31740 0.43231 0.10991 -1.0 0.3 -0.1 0.08
H -0.66278 -0.91418 -3.12020 -0.4 -0.5 0.2 0.07
H -1.03824 0.70420 -2.84238 0.0 0.3 0.8 0.08
H -2.28225 -0.48146 -2.43620 0.1 0.1 -0.2 0.07
H -1.13072 -1.42213 -0.56255 0.4 -0.3 -0.2 0.14
H 1.20248 0.51194 -1.28436 -0.4 0.2 -0.2 0.14
H 1.22775 -1.23189 -1.54625 -0.1 0.0 -0.2 0.12
H 3.14448 0.24494 0.31890 0.2 -0.1 -0.1 0.10
H 3.14553 -1.51558 -0.08448 -0.2 0.1 -0.4 0.09
H 2.86458 -1.01798 1.55088 0.1 0.2 0.1 0.08
C -4.07406 -0.48331 3.10405 -0.3 -0.1 1.9 -0.05
C -4.20687 0.84411 3.84417 0.5 2.0 -0.6 -0.26
C -3.45013 0.96746 5.17181 0.0 -0.2 0.3 -0.20
O -3.99564 2.01670 5.93395 -0.5 0.6 -0.5 -0.20
C -3.17713 2.44266 7.01696 -0.7 -0.1 -1.0 -0.08
N -3.75024 2.04605 3.00997 -0.1 0.0 -0.2 0.22
H -4.14986 1.96576 2.05923 0.4 -0.4 -1.2 0.09
H -4.13361 2.94691 3.29322 0.1 -0.1 0.6 0.16
H -2.73307 2.12360 2.96222 0.1 0.0 -0.3 0.11
H -4.93117 -0.62181 2.45614 0.3 -0.1 -0.3 0.08
H -4.15444 -1.14500 3.97830 -0.3 -0.5 -0.3 0.07
H -3.11677 -0.76880 2.67704 0.0 0.6 -0.4 0.08
H -5.24238 1.17575 3.92792 -0.3 -0.9 0.7 0.16
H -2.38742 1.14211 4.95134 0.1 0.0 0.0 0.11
H -3.49888 0.07230 5.80359 -0.1 -0.4 -0.4 0.13
H -2.37754 3.06293 6.60322 0.5 -0.3 0.3 0.09
H -2.87249 1.53704 7.54506 0.5 0.4 0.4 0.09
H -3.80757 3.09538 7.61687 0.1 -0.2 0.3 0.09
C -2.82095 2.32673 -4.82559 0.5 1.3 0.8 -0.05
C -4.02561 1.52377 -5.28152 1.3 1.3 0.0 -0.30
C -3.64348 0.12925 -5.69826 -1.7 -1.1 0.0 -0.19
O -3.18809 -0.62904 -4.59180 0.2 0.3 -0.7 -0.20
C -2.72848 -1.88966 -5.02347 0.0 -0.9 0.5 -0.11
N -5.01712 1.55628 -4.16121 0.0 -0.1 -0.9 0.20
H -5.79256 0.91360 -4.27571 0.0 -0.1 0.1 0.14
H -4.49486 1.44773 -3.25027 0.6 0.1 2.1 0.07
H -5.40222 2.49172 -4.02468 0.0 0.1 0.0 0.18
H -2.13103 1.84629 -4.13270 -0.3 -0.4 -0.1 0.06
H -3.11541 3.20042 -4.23439 -0.2 -0.1 0.0 0.07
H -2.23050 2.78360 -5.62064 -0.2 -0.4 -0.4 0.09
H -4.44705 2.10097 -6.10483 -0.2 -0.5 -0.3 0.15
H -2.97241 0.02473 -6.55447 0.4 0.7 0.2 0.13
H -4.56591 -0.34859 -6.08084 -0.1 -0.2 0.0 0.13
H -1.97847 -1.85271 -5.81779 0.0 0.3 0.0 0.09
H -3.54698 -2.54124 -5.35761 -0.1 0.3 -0.3 0.08
H -2.31325 -2.42251 -4.16810 0.1 0.3 0.0 0.08
P -4.67664 1.62825 -0.51719 -2.6 6.3 0.7 -0.02
O -3.86904 2.04250 -1.77481 0.6 -2.9 -1.9 -0.40
O -3.86973 0.84245 0.54869 0.6 -1.6 -0.4 -0.44
O -6.11904 1.09575 -0.85512 0.7 -4.0 -1.9 -0.43
O -5.11474 3.00751 0.03670 1.1 -0.7 1.7 -0.46
Cl -0.94776 4.21696 -1.64097 0.5 3.5 1.2 0.64
O -0.02997 3.07663 -1.59041 -0.3 -0.5 -0.9 -0.41
O -1.69367 4.35351 -2.86335 0.0 -1.5 -0.2 -0.35
O -1.78132 4.15426 -0.48115 -0.6 -0.8 0.1 -0.35
O -0.19595 5.46901 -1.53672 0.6 -1.0 0.0 -0.39
C 2.55951 -1.74951 -4.71037 0.9 -0.4 -0.4 -0.04
C 2.43547 -0.49903 -5.61029 -1.0 -3.5 0.6 -0.48
C 0.91634 -0.35979 -5.73687 -0.9 2.8 0.0 -0.15
C 0.53914 1.07149 -6.22745 0.9 -1.2 0.4 -0.16
C 1.20843 2.14010 -5.37218 0.0 -0.8 -0.2 -0.12
C 2.72661 1.99903 -5.18081 -0.3 1.4 0.3 -0.48
N 3.11406 0.58812 -4.90213 0.1 1.3 -1.4 -0.11
O 4.37320 0.43888 -4.76230 0.0 -0.5 0.4 0.00
C 3.46693 2.63711 -6.38154 0.3 -0.3 0.7 -0.02
C 3.06944 2.86844 -3.96543 0.8 -0.4 0.3 -0.03
C 3.03715 -0.89766 -6.97714 -0.2 1.0 0.4 -0.01
H 3.58791 -2.10224 -4.59884 0.2 0.5 0.3 0.08
H 2.12215 -2.60039 -5.23899 -0.6 0.1 0.2 0.09
H 2.10848 -1.55971 -3.73789 0.0 -0.2 0.0 0.07
H 0.41493 -0.98868 -6.47258 0.7 -0.7 0.1 0.11
H 0.34018 -0.44528 -4.81018 0.7 -0.5 0.3 0.09
H -0.53768 1.11945 -6.06454 -0.1 0.4 -0.8 0.08
H 0.88937 1.03027 -7.26207 -0.6 0.9 -0.3 0.11
H 0.75122 2.05247 -4.38244 -0.1 0.4 0.0 0.11
H 1.03780 3.12453 -5.80587 -0.2 0.1 0.3 0.13
H 3.23117 2.08678 -7.28967 0.2 0.4 -0.3 0.07
H 3.22414 3.70065 -6.39675 -0.8 -0.2 -0.5 0.08
H 4.54058 2.73451 -6.20860 0.1 -0.9 -0.1 0.09
H 2.96890 3.92538 -4.20860 -0.5 0.0 0.1 0.09
H 2.47511 2.59617 -3.09355 -0.2 0.2 0.0 0.08
H 4.12125 2.76287 -3.69079 0.0 -0.3 -0.1 0.08
H 2.91769 -0.02509 -7.62098 0.6 -0.2 -0.3 0.07
H 2.48352 -1.70814 -7.44924 -0.1 -0.1 0.3 0.09
H 4.06328 -1.22272 -6.82150 0.1 0.4 -0.3 0.09
C 6.58935 0.76881 -0.24783 -0.1 2.0 -0.8 -0.03
C 6.74019 0.80639 1.27526 0.5 -2.0 -1.2 -0.47
C 8.11246 0.15369 1.51442 1.2 -0.4 1.1 -0.13
C 8.74615 0.44800 2.90266 -1.6 -0.5 -0.7 -0.17
C 8.68712 1.93241 3.17997 1.1 -0.8 1.5 -0.16
C 7.30601 2.58164 3.07548 1.4 0.3 0.3 -0.48
N 6.65369 2.15683 1.82209 0.3 0.9 0.1 -0.13
O 5.70924 2.91331 1.43912 -0.5 -0.2 -0.3 0.00
C 6.41784 2.22834 4.26744 0.4 -1.2 -0.1 -0.01
C 7.60058 4.09608 3.06109 -1.6 -0.2 -1.4 -0.03
C 5.66489 -0.08977 1.89498 -0.4 0.6 0.8 -0.03
H 5.88192 1.52630 -0.59717 -0.5 -0.3 0.2 0.08
H 6.32263 -0.18017 -0.70472 0.1 -0.2 0.5 0.09
H 7.50226 1.13804 -0.72268 0.2 -0.3 0.1 0.08
H 8.00771 -0.93332 1.46064 -0.3 0.0 -0.2 0.12
H 8.83927 0.36906 0.72932 -0.1 0.5 0.0 0.11
H 9.73151 -0.00205 3.01331 0.1 0.3 -0.2 0.11
H 8.11370 -0.09282 3.61646 0.1 0.1 0.3 0.10
H 9.51749 2.41803 2.66174 -0.6 0.4 -0.6 0.12
H 8.99985 2.04921 4.22533 -0.1 0.2 0.1 0.12
H 6.26645 1.14534 4.28950 -0.4 0.0 -0.2 0.07
H 6.94413 2.35507 5.21509 -0.2 0.8 0.0 0.09
H 5.45749 2.73276 4.18627 0.0 0.1 0.3 0.08
H 8.06224 4.30584 2.09446 0.7 0.2 0.3 0.09
H 6.65341 4.62745 2.94272 0.0 0.1 0.5 0.08
H 8.12794 4.44665 3.94213 0.2 -0.2 -0.1 0.09
H 4.75716 0.50014 2.01928 0.0 0.1 0.3 0.06
H 6.05505 -0.40387 2.86399 -0.5 -0.2 0.1 0.07
H 5.32872 -0.95527 1.32645 0.7 -0.1 -0.3 0.08
C 2.36685 1.04003 3.77833 0.4 0.2 -1.3 -0.02
C 1.40591 1.89322 4.58939 0.4 -1.2 2.6 -0.49
C 2.12699 2.92363 5.43629 1.8 1.5 0.9 -0.16
C 2.60215 4.16569 4.67974 -0.3 -1.2 -0.9 -0.18
C 1.32869 4.82137 4.16844 1.1 0.0 0.4 -0.14
C 0.57348 3.85231 3.22309 -1.0 3.9 0.2 -0.45
N 0.31139 2.53987 3.86745 1.0 0.1 -2.0 -0.08
O -0.45717 1.76930 3.18849 -0.2 -0.2 0.5 -0.02
C -0.78526 4.53852 2.95043 -0.5 -0.2 0.2 -0.04
C 1.25690 3.93583 1.84671 0.1 -2.8 0.0 -0.01
C 0.80101 0.92406 5.62145 -1.4 0.0 0.2 -0.04
H 3.29229 0.75639 4.28230 -0.2 0.4 0.6 0.09
H 2.69456 1.58055 2.88564 -0.1 -0.2 -0.2 0.08
H 1.92561 0.08216 3.50514 -0.3 0.2 -0.3 0.08
H 1.54570 3.25398 6.30255 -0.4 -0.1 -0.2 0.12
H 3.05458 2.54778 5.87967 -0.3 -0.8 0.0 0.12
H 3.19580 3.76178 3.84810 -0.1 0.3 -0.3 0.09
H 3.33878 4.79018 5.18510 -0.5 0.2 0.5 0.12
H 1.62346 5.74375 3.66522 -0.5 -0.1 -0.4 0.13
H 0.74188 5.12653 5.04035 -0.2 -0.1 -0.1 0.12
H -0.63394 5.51000 2.48305 0.2 -0.1 0.0 0.10
H -1.40182 3.97208 2.25207 0.1 0.0 0.0 0.07
H -1.35413 4.73925 3.86384 0.0 -0.3 0.1 0.08
H 0.72245 3.15261 1.29692 0.3 0.2 -0.6 0.08
H 1.14933 4.84964 1.27176 -0.2 0.2 0.5 0.10
H 2.30505 3.63027 1.88632 0.1 0.2 -0.1 0.07
H 1.51982 0.53579 6.34113 0.3 0.0 -0.3 0.09
H 0.25049 0.11459 5.13889 0.4 -0.2 -0.1 0.08
H 0.02941 1.41500 6.22486 0.1 0.3 0.0 0.07
C -4.60361 -4.18247 2.83903 1.5 1.1 -0.8 -0.02
C -3.29441 -4.98372 2.62872 -1.9 -2.8 0.5 -0.48
C -3.83554 -6.35541 2.16457 -0.1 -1.4 0.7 -0.16
C -2.80714 -7.37021 1.70505 1.4 1.5 -0.3 -0.17
C -2.08743 -6.65106 0.54875 0.6 -1.8 0.0 -0.14
C -1.40840 -5.29036 0.87423 0.0 -1.3 -1.3 -0.47
N -2.33462 -4.45552 1.65834 0.0 1.2 0.6 -0.11
O -1.94436 -3.26079 1.91466 0.0 0.0 -0.4 0.00
C -0.07653 -5.56122 1.57764 0.0 0.1 1.3 -0.02
C -1.08525 -4.66578 -0.48976 -0.7 0.3 -0.1 -0.02
C -2.65499 -5.19660 4.02034 -0.1 1.7 -1.0 0.00
H -5.16285 -4.05811 1.91087 0.2 0.2 -0.1 0.07
H -4.19959 -3.22905 3.18540 -0.9 0.3 0.1 0.06
H -5.30040 -4.64292 3.53385 0.4 -0.1 0.3 0.09
H -4.29728 -6.79698 3.05195 -0.5 0.3 -0.1 0.12
H -4.59028 -6.22942 1.38481 0.0 0.0 0.0 0.12
H -3.12754 -8.37365 1.42907 -0.6 0.3 -0.2 0.11
H -2.04672 -7.56584 2.46935 -0.2 0.2 0.3 0.10
H -2.75721 -6.67395 -0.31602 -0.1 0.8 0.0 0.11
H -1.30289 -7.35133 0.23853 0.3 0.4 -0.2 0.12
H 0.69244 -6.00808 0.94968 -0.4 -0.2 -0.3 0.09
H 0.39398 -4.67484 2.00742 -0.3 0.3 -0.2 0.09
H -0.26404 -6.22195 2.42770 0.3 -0.2 -0.1 0.07
H -0.51557 -3.74185 -0.40178 0.0 0.0 0.0 0.08
H -0.54665 -5.39061 -1.10126 0.3 0.0 0.2 0.09
H -2.00968 -4.49157 -1.04650 0.0 0.3 0.1 0.06
H -1.76385 -5.78994 3.84318 0.0 -0.2 0.9 0.07
H -3.39758 -5.53084 4.74060 0.2 -0.7 -0.2 0.09
H -2.43294 -4.18215 4.36428 0.7 -0.1 0.1 0.09

---

Entry 3:
65
Properties=species:S:1:pos:R:3:forces:R:3:lowdin_charge:R:1 method="wB97M-V/def2-TZVPD" fmax_ev_per_a=1.0 homo_energy_ev=-13.4 orbital_gap_ev=6.86 e_lumo_ev=-6.526 energy_ha=-2230.2344 de_lowest_ev=0.708 total_charge=+2
Zr 1.55075 0.61678 -0.32957 -0.5 -0.4 0.3 1.74
O 5.43128 -0.95103 -0.40975 0.0 0.0 -0.1 0.24
C 4.38779 -0.32986 -0.85178 0.2 0.0 -0.1 -0.43
O 3.23436 -0.74009 -0.67473 -0.1 0.1 0.0 -0.04
C 4.69308 0.90436 -1.66509 0.0 -0.1 0.0 -0.06
O 3.51350 1.66032 -1.87828 0.1 -0.1 0.0 -0.20
C 3.54280 2.99710 -1.33667 -0.2 0.1 0.0 -0.07
C 2.78064 2.94276 -0.01422 0.0 1.0 0.1 -0.62
O 2.01880 3.78966 0.38866 0.3 0.0 -0.2 0.11
O 2.93373 1.77387 0.59093 -0.3 -0.4 0.0 -0.19
H 5.20693 -1.76897 0.07133 -0.1 0.0 0.0 0.18
H 5.09136 0.56563 -2.62938 0.0 0.0 0.1 0.17
H 5.47763 1.47273 -1.16218 0.0 0.0 0.0 0.16
H 3.02854 3.64936 -2.03983 0.0 0.0 0.1 0.14
H 4.56616 3.34515 -1.19469 0.0 0.0 0.0 0.15
C -2.82781 3.45067 1.81421 0.0 0.0 0.1 0.03
C -2.25888 3.46599 0.45313 0.1 0.0 0.1 -0.29
N -2.69060 4.13301 -0.56141 -0.4 0.3 0.1 0.17
N -1.86761 3.82378 -1.59367 0.4 -0.3 0.1 0.08
C -0.92041 2.95716 -1.24949 -0.1 0.0 0.1 -0.68
S 0.30052 2.24430 -2.17141 0.4 -0.1 0.0 0.76
N -1.15746 2.71699 0.06254 0.0 0.2 -0.3 -0.06
N -0.33827 1.87411 0.81210 0.3 0.1 0.0 0.06
H -3.64763 4.16243 1.85552 0.0 0.0 0.0 0.10
H -2.07994 3.73336 2.55576 0.0 0.0 0.0 0.10
H -3.20965 2.45671 2.05377 0.0 0.0 0.0 0.08
H -2.01946 4.23782 -2.50146 0.0 0.0 0.0 0.18
H 0.24297 2.44968 1.43268 -0.1 0.0 0.0 0.11
H -0.90744 1.25482 1.38908 0.1 0.0 -0.1 0.13
C -0.33587 -4.53190 1.96302 0.0 0.0 0.1 -0.06
C 0.18563 -4.10299 0.72799 0.0 0.1 -0.1 -0.06
C 0.64813 -2.82369 0.57205 -0.1 -0.1 0.0 -0.07
C 0.61404 -1.88587 1.63687 0.0 -0.1 0.0 -0.19
C 1.05927 -0.52591 1.50038 0.0 0.0 0.0 -0.24
C 1.16629 0.22487 2.66237 0.1 0.1 0.0 -0.15
C 0.79241 -0.26541 3.92994 -0.1 0.0 0.0 -0.05
C 0.26235 -1.51869 4.03649 0.1 0.1 0.0 0.00
C 0.16696 -2.35798 2.90218 0.0 0.0 -0.1 -0.16
C -0.32592 -3.67899 3.02916 0.0 -0.1 0.0 -0.01
H -0.70224 -5.54264 2.07107 0.0 0.0 0.0 0.12
H 0.24297 -4.80005 -0.09761 0.0 0.0 0.0 0.11
H 1.10185 -2.54840 -0.36934 0.0 0.0 0.0 0.08
H 1.58351 1.23012 2.63408 0.0 0.0 0.0 0.09
H 0.91791 0.35842 4.80348 0.0 0.0 0.0 0.12
H -0.05786 -1.90329 4.99560 0.0 0.0 0.0 0.13
H -0.67545 -4.00582 3.99992 0.0 0.0 0.0 0.12
O -4.30471 0.03218 0.73903 0.1 0.1 0.0 -0.06
C -4.61258 -1.17617 0.04820 -0.1 -0.1 -0.1 -0.22
N -3.41362 -1.61032 -0.60422 0.0 0.0 0.2 0.10
C -3.17776 -1.35715 -1.92051 0.1 0.0 0.0 -0.44
O -4.00979 -1.02712 -2.72891 0.0 0.0 -0.1 0.13
C -1.72499 -1.44051 -2.31936 0.1 0.0 0.0 -0.07
C -1.31227 -1.94180 -3.55287 0.1 0.1 0.1 0.07
C 0.03457 -1.88330 -3.87965 0.0 0.1 0.1 0.01
C 0.91879 -1.28166 -2.99509 0.0 -0.1 -0.2 -0.09
N 0.51752 -0.76327 -1.83098 0.2 -0.3 -0.3 -0.15
C -0.77521 -0.86374 -1.50563 -0.3 0.0 0.1 -0.13
H -5.11154 0.34190 1.16674 0.0 0.0 0.0 0.09
H -5.36780 -1.01127 -0.72138 0.0 0.0 0.0 0.14
H -4.95023 -1.94104 0.75103 0.0 0.0 0.0 0.14
H -2.68298 -2.01183 -0.03709 0.0 0.0 0.0 0.14
H -2.04296 -2.36011 -4.23132 0.0 0.0 0.0 0.15
H 0.39992 -2.27769 -4.81636 0.0 0.0 0.0 0.13
H 1.97450 -1.19954 -3.22545 0.0 0.0 0.0 0.13
H -1.07850 -0.43795 -0.54993 0.0 0.0 0.0 0.11